(1)
C38H33IrNO4S2 | ωB97M-V/def2-TZVPD

The geometry in XYZ format:
```
79
C38H33IrNO4S2 ωB97M-V/def2-TZVPD
Ir -0.94 -0.24 0.81
O -1.11 1.83 0.86
S -1.60 2.97 -0.05
C -0.97 2.57 -1.68
C 0.55 2.73 -1.65
C 1.25 1.98 -2.79
C 1.06 0.47 -2.79
S 1.87 -0.33 -1.40
O 1.15 0.06 -0.10
C 1.52 -2.05 -1.70
C 1.85 -2.90 -0.65
C 1.72 -4.27 -0.81
C 1.29 -4.78 -2.03
C 0.97 -3.93 -3.07
C 1.08 -2.56 -2.92
C -3.35 2.83 -0.29
C -4.08 3.97 0.00
C -5.46 3.94 -0.18
C -6.07 2.78 -0.63
C -5.33 1.64 -0.90
C -3.95 1.66 -0.73
H -1.46 3.25 -2.37
H -1.31 1.56 -1.91
H 0.94 2.37 -0.70
H 0.80 3.79 -1.72
H 2.32 2.21 -2.77
H 0.88 2.35 -3.75
H 1.56 0.05 -3.66
H 0.01 0.17 -2.81
H 2.22 -2.49 0.28
H 1.98 -4.93 0.00
H 1.21 -5.85 -2.16
H 0.63 -4.33 -4.02
H 0.82 -1.91 -3.75
H -3.59 4.86 0.36
H -6.05 4.83 0.03
H -7.15 2.76 -0.76
H -5.82 0.74 -1.24
H -3.36 0.78 -0.96
O -2.33 -0.24 -3.03
C -2.18 -1.16 -2.27
N -1.73 -1.05 -0.94
C -1.56 -2.30 -0.44
O -1.03 -2.33 0.70
C -2.01 -3.33 -1.38
C -2.09 -4.70 -1.30
C -2.57 -5.37 -2.43
C -2.95 -4.67 -3.57
C -2.87 -3.27 -3.63
C -2.40 -2.62 -2.51
H -1.79 -5.24 -0.42
H -2.65 -6.44 -2.42
H -3.32 -5.21 -4.43
H -3.17 -2.72 -4.52
C 6.87 1.49 4.79
C 5.60 1.19 5.30
C 4.50 1.25 4.47
C 4.65 1.61 3.13
C 5.92 1.90 2.63
C 7.02 1.84 3.46
C 3.50 1.68 2.22
C 2.26 1.45 2.48
C 0.96 1.21 2.76
C 0.37 -0.11 2.55
C -0.95 -0.33 3.00
C -1.66 0.75 3.62
C -1.12 2.00 3.76
C 0.18 2.24 3.31
H 7.73 1.45 5.44
H 5.49 0.92 6.34
H 3.52 1.02 4.86
H 6.04 2.18 1.59
H 8.00 2.08 3.07
H 3.69 1.97 1.18
H 1.05 -0.94 2.41
H -1.30 -1.34 3.18
H -2.65 0.55 4.02
H -1.69 2.80 4.23
H 0.62 3.22 3.41
```

Computed properties:
Spin multiplicity = 2
Kohn-Sham gap (alpha / beta) = 0.2296 / 0.2255 hartree
E = -74114.45954 eV
Charge = +2


(2)
C38H34I2N9ORb | ωB97M-V/def2-TZVPD

The geometry in XYZ format:
```
85
C38H34I2N9ORb ωB97M-V/def2-TZVPD
Rb 0.75 -1.50 0.83
C 0.93 2.08 2.70
N -0.22 1.52 2.05
C -0.94 2.43 1.23
C -0.34 2.70 -0.18
N 0.36 1.91 -0.95
C 0.61 2.62 -2.11
C 1.36 2.32 -3.22
C 1.27 3.14 -4.33
C 0.63 4.42 -4.31
C 0.00 4.78 -3.14
C 0.02 3.89 -2.06
N -0.59 3.92 -0.79
C 1.93 2.54 1.72
N 2.88 1.84 1.09
C 3.51 2.76 0.24
C 4.48 2.56 -0.80
C 4.80 3.68 -1.59
C 4.23 4.94 -1.40
C 3.32 5.11 -0.41
C 2.94 4.01 0.35
N 1.93 3.85 1.31
H 0.69 2.94 3.36
H 1.41 1.30 3.33
H -0.80 1.01 2.66
H -1.95 2.02 1.15
H -1.08 3.45 1.63
H 1.91 1.37 -3.25
H 1.91 2.97 -5.17
H 0.70 5.02 -5.18
H -0.48 5.75 -3.05
H -1.17 4.68 -0.47
H 4.86 1.60 -1.02
H 5.53 3.45 -2.38
H 4.56 5.73 -2.08
H 2.93 6.11 -0.26
H 1.24 4.50 1.55
I -2.58 -4.80 7.80
C -2.17 -3.58 6.12
C -1.81 -2.22 6.21
C -1.59 -1.46 5.09
I -1.15 0.58 5.33
C -1.68 -1.94 3.79
O -1.39 -1.20 2.81
C -2.14 -3.29 3.68
C -2.23 -3.80 2.23
N -0.87 -4.00 1.65
C -0.91 -4.55 0.29
C 0.47 -4.88 -0.31
C 0.65 -5.82 -1.31
C 1.94 -6.15 -1.70
C 3.00 -5.55 -1.08
C 2.77 -4.58 -0.13
N 1.54 -4.26 0.21
C -2.33 -4.12 4.80
H -1.74 -1.76 7.18
H -2.76 -3.11 1.56
H -2.79 -4.71 2.21
H -0.37 -4.61 2.26
H -1.36 -3.76 -0.43
H -1.45 -5.45 0.11
H -0.14 -6.38 -1.86
H 2.15 -6.87 -2.44
H 3.97 -5.90 -1.32
H 3.55 -4.26 0.54
H -2.70 -5.12 4.70
N -3.16 -0.76 0.58
C -2.95 0.00 -0.56
C -3.70 1.12 -0.79
C -3.52 1.92 -1.91
C -2.65 1.55 -2.91
C -1.87 0.37 -2.73
C -0.87 -0.01 -3.64
C -0.06 -1.08 -3.36
C -0.48 -1.92 -2.30
N -1.44 -1.63 -1.45
C -2.10 -0.45 -1.61
H -3.77 -0.34 1.27
H -2.44 -1.42 0.94
H -4.37 1.46 -0.03
H -4.19 2.77 -2.05
H -2.50 2.16 -3.80
H -0.75 0.61 -4.52
H 0.67 -1.44 -4.05
H 0.10 -2.81 -2.12
```

Computed properties:
Kohn-Sham gap = 0.2465 hartree
E = -72274.92313 eV